No. 1
{
  "formula": "C62H115N13",
  "method": "the ωB97M-V functional and the def2-TZVPD basis",
  "relative_energy_kj_mol": 347.5,
  "species": ["N", "C", "C", "C", "C", "H", "H", "H", "H", "H", "N", "C", "C", "C", "C", "H", "H", "H", "H", "H", "N", "C", "C", "C", "C", "H", "H", "H", "H", "H", "N", "C", "C", "C", "C", "H", "H", "H", "H", "H", "N", "C", "C", "C", "C", "H", "H", "H", "H", "H", "N", "C", "C", "C", "C", "H", "H", "H", "H", "H", "N", "C", "C", "C", "C", "H", "H", "H", "H", "H", "N", "C", "C", "C", "C", "H", "H", "H", "H", "H", "C", "C", "N", "C", "C", "C", "C", "H", "H", "H", "H", "H", "H", "H", "H", "H", "H", "H", "H", "H", "H", "H", "C", "C", "N", "C", "C", "C", "C", "H", "H", "H", "H", "H", "H", "H", "H", "H", "H", "H", "H", "H", "H", "H", "C", "C", "N", "C", "C", "C", "C", "H", "H", "H", "H", "H", "H", "H", "H", "H", "H", "H", "H", "H", "H", "H", "C", "C", "N", "C", "C", "C", "C", "H", "H", "H", "H", "H", "H", "H", "H", "H", "H", "H", "H", "H", "H", "H", "C", "C", "N", "C", "C", "C", "C", "H", "H", "H", "H", "H", "H", "H", "H", "H", "H", "H", "H", "H", "H", "H"],
  "positions_angstrom": [[0.66290, 0.40046, 1.68178], [-0.55526, -0.14294, 1.29061], [-0.96384, 0.45915, 0.10183], [0.01838, 1.42620, -0.18407], [1.03345, 1.33259, 0.76627], [1.08247, 0.45336, 2.54766], [-0.98576, -1.06434, 1.71078], [-1.85302, 0.12096, -0.48434], [0.01399, 2.07182, -1.08951], [1.89540, 1.94421, 0.92917], [4.47991, 0.56267, 1.16033], [4.27970, 1.68061, 1.90119], [3.72474, 1.29008, 3.07997], [3.70359, -0.13731, 3.09251], [4.11535, -0.56222, 1.81950], [4.76687, 0.52929, 0.20047], [4.46991, 2.61941, 1.41630], [3.53434, 1.87879, 3.96559], [3.31935, -0.67679, 3.93426], [4.33272, -1.55604, 1.47616], [-0.69624, 5.18751, 2.95119], [-0.56713, 6.52801, 2.59809], [-1.01645, 6.64909, 1.31570], [-1.37101, 5.34169, 0.83386], [-1.22717, 4.48070, 1.92141], [-0.56904, 4.88532, 3.97102], [-0.39960, 7.36210, 3.32147], [-1.16563, 7.59148, 0.77218], [-1.86365, 5.00876, -0.07179], [-1.24482, 3.37912, 1.99047], [-3.03244, -4.69661, 0.54432], [-2.40811, -5.61842, 1.36466], [-2.45248, -5.22592, 2.67605], [-3.25432, -3.97004, 2.64172], [-3.53493, -3.65095, 1.35642], [-3.12281, -4.71620, -0.50852], [-1.98060, -6.54698, 0.91457], [-2.20274, -5.83410, 3.53458], [-3.45928, -3.31910, 3.52051], [-4.07387, -2.82594, 0.93646], [-2.52245, 3.44614, -2.92189], [-2.63489, 3.26793, -4.25327], [-3.56178, 2.33003, -4.51634], [-4.12970, 1.98189, -3.21281], [-3.39873, 2.60035, -2.25184], [-2.03645, 4.13802, -2.36258], [-1.99261, 3.80409, -4.96194], [-3.84990, 1.95400, -5.48854], [-4.97575, 1.38541, -3.00082], [-3.49148, 2.55882, -1.18104], [-3.57270, 0.86194, 2.25273], [-4.50881, -0.07893, 2.54435], [-5.40373, 0.41227, 3.45530], [-5.07122, 1.78135, 3.65210], [-3.95064, 2.01737, 2.92822], [-2.63625, 0.70395, 1.84594], [-4.42420, -1.04673, 2.08154], [-6.28830, -0.08707, 3.67202], [-5.76119, 2.45276, 4.07798], [-3.25343, 2.82760, 2.86009], [3.96773, -1.85187, -1.50194], [5.33941, -1.93353, -1.43927], [5.86496, -0.80848, -1.99824], [4.75293, 0.01998, -2.40130], [3.61261, -0.66318, -2.04003], [3.42196, -2.72838, -1.33746], [5.67667, -2.86950, -1.05368], [6.91643, -0.55320, -2.07036], [4.78083, 0.93576, -2.90767], [2.57834, -0.34054, -2.12067], [-2.01918, -0.93879, 5.94532], [-1.37504, -1.15998, 7.07381], [-0.14689, -1.67801, 6.74879], [-0.07184, -1.76450, 5.34523], [-1.20574, -1.23879, 4.84044], [-2.87023, -0.35926, 5.96542], [-1.74613, -0.79295, 8.00855], [0.57069, -2.11495, 7.45551], [0.68077, -2.29109, 4.72811], [-1.63888, -1.26284, 3.86039], [2.15126, 3.58207, -3.33289], [2.81783, 2.99463, -2.06843], [3.14738, 3.99126, -0.95333], [1.87791, 4.49512, -0.36645], [2.05566, 4.97648, 1.07709], [4.09991, 4.96968, -1.47408], [5.53182, 4.49997, -1.66703], [2.66868, 4.11439, -4.14756], [1.38314, 4.30811, -3.01421], [1.59056, 2.83583, -3.85898], [2.06438, 2.38731, -1.70401], [3.72457, 2.42192, -2.34582], [1.43369, 5.38325, -1.00140], [1.08870, 3.81518, -0.36459], [1.20160, 5.58011, 1.39770], [2.14797, 4.18099, 1.75415], [2.88899, 5.60132, 1.30470], [4.12692, 5.80275, -0.77656], [3.70709, 5.37269, -2.47427], [6.00487, 4.31262, -0.64492], [6.14787, 5.30741, -2.12033], [5.56820, 3.57651, -2.29722], [2.74911, -5.18992, -3.16972], [2.88507, -5.36395, -1.65734], [2.33801, -4.28496, -0.78445], [0.88478, -4.15735, -1.10800], [0.08160, -3.22944, -0.23655], [2.64517, -4.47174, 0.60180], [2.15834, -5.79007, 1.28558], [1.80247, -5.52393, -3.60081], [3.58202, -5.75152, -3.73373], [2.84758, -4.14175, -3.52079], [2.28453, -6.29515, -1.44377], [3.94216, -5.39855, -1.42748], [0.73801, -3.99281, -2.17800], [0.35482, -5.18992, -0.98649], [0.05011, -3.60537, 0.85081], [0.45154, -2.16480, -0.27063], [-0.96041, -3.15369, -0.48668], [2.06619, -3.65515, 1.09051], [3.67860, -4.30681, 0.83996], [1.11489, -5.88894, 1.38515], [2.52818, -5.65535, 2.31704], [2.57530, -6.70507, 0.87890], [1.22223, 6.18823, 5.85728], [1.00451, 4.74841, 6.23565], [-0.37641, 4.32857, 5.93388], [-1.31768, 4.92355, 6.89520], [-2.75888, 4.71332, 6.46548], [-0.52846, 2.86066, 6.03217], [0.26004, 2.07464, 4.88830], [1.81742, 6.76065, 6.64915], [0.31028, 6.72418, 5.66880], [1.82152, 6.34460, 4.89831], [1.74544, 4.14495, 5.73167], [1.32372, 4.61297, 7.25342], [-1.00595, 4.63685, 7.92555], [-1.12387, 6.04020, 6.84485], [-3.08402, 3.71993, 6.68347], [-3.47150, 5.45324, 6.85959], [-2.90453, 4.79859, 5.36288], [-1.56685, 2.61602, 5.93941], [-0.14924, 2.45475, 6.96892], [-0.35617, 1.97899, 3.95816], [0.40105, 0.98290, 5.03545], [1.18750, 2.55630, 4.61027], [-2.28097, -6.12026, -3.99421], [-2.61483, -5.69399, -2.56743], [-3.52059, -4.57532, -2.38658], [-2.99037, -3.29167, -2.94247], [-3.35640, -2.08173, -1.99181], [-4.91587, -4.81644, -2.70229], [-5.60133, -5.67923, -1.55208], [-1.72649, -5.34878, -4.48281], [-3.10916, -6.25386, -4.70716], [-1.61912, -7.02229, -4.01200], [-2.95306, -6.55681, -1.96634], [-1.67130, -5.50180, -1.92379], [-1.89908, -3.27352, -3.01193], [-3.34252, -3.13819, -3.99204], [-2.97884, -1.15423, -2.45478], [-4.40694, -1.96870, -1.71622], [-2.85203, -2.20126, -1.05030], [-5.07654, -5.39726, -3.64873], [-5.49954, -3.89753, -2.81608], [-5.73802, -5.06098, -0.66757], [-4.94821, -6.44408, -1.20971], [-6.53710, -6.09807, -1.94844], [-0.19565, -0.40829, -3.69919], [0.63922, 0.13576, -4.90964], [0.90056, -0.86836, -5.98302], [1.56352, -0.31388, -7.19062], [2.98377, 0.22115, -6.94735], [-0.26382, -1.70407, -6.37838], [0.13358, -2.99011, -7.15175], [-1.21799, -0.55479, -3.92728], [0.00212, 0.30024, -2.85238], [0.23220, -1.39854, -3.44868], [0.21247, 1.10567, -5.19324], [1.55887, 0.43439, -4.40306], [1.59998, -1.11178, -7.92288], [0.95288, 0.53562, -7.54386], [3.66162, -0.59808, -6.78343], [3.18906, 0.77576, -7.89157], [3.02040, 0.92942, -6.11343], [-1.11959, -1.15042, -6.87128], [-0.67322, -2.01583, -5.37468], [1.05609, -3.33105, -6.78170], [0.36940, -2.59197, -8.15772], [-0.70239, -3.63724, -7.21577]],
  "atomic_forces_ev_per_a": [[-1.76, 0.05, -2.68], [-0.24, -0.59, -0.08], [-0.25, -0.98, 0.85], [0.83, 0.69, -1.33], [-1.50, 0.50, -0.69], [0.95, -0.73, 2.25], [0.42, 0.70, 0.14], [1.02, 0.59, 0.52], [0.05, -0.53, 0.93], [0.30, 0.11, -0.02], [0.16, -0.63, -0.69], [-0.19, 0.18, -0.95], [0.49, -0.52, 1.16], [-0.39, 0.36, -1.20], [-0.08, 0.37, 2.33], [0.19, 0.23, -0.37], [-0.04, 0.35, 0.24], [-0.12, 0.23, -0.25], [0.09, -0.57, 0.04], [-0.16, 0.01, -0.36], [0.35, 1.01, 2.30], [-0.83, 0.06, 0.81], [-0.53, 0.13, -1.31], [-0.54, -0.36, 1.26], [0.93, -0.34, -0.54], [-0.20, 0.06, -1.67], [0.15, -1.23, -0.65], [0.30, -0.57, 0.30], [0.31, 0.41, -0.10], [-0.22, 0.81, -0.18], [-0.20, 0.72, 0.24], [0.34, -0.68, -1.07], [-1.87, 1.40, -0.75], [1.32, -0.30, 1.85], [0.67, -1.80, -0.99], [-0.05, 0.11, 1.33], [-0.42, 1.01, 0.49], [0.20, 0.31, -0.09], [0.05, -0.72, -0.82], [-0.07, 0.10, -0.16], [0.10, -0.22, 2.47], [1.51, 1.05, -1.29], [-1.57, -0.65, 1.14], [0.74, -0.33, -1.09], [-0.14, 0.81, -0.99], [0.28, -0.11, -0.87], [-0.33, -0.21, 0.51], [-0.01, 0.12, 0.18], [-0.52, -0.79, -0.05], [0.08, 0.24, 0.07], [-0.15, 0.85, 0.66], [0.68, -1.05, 0.09], [0.94, 0.54, -1.56], [-0.37, -0.96, -0.35], [1.71, -0.22, -0.57], [-0.91, 0.17, 0.16], [-0.14, -0.15, 0.15], [-1.35, -0.64, 0.75], [-0.12, 0.93, 0.77], [-0.27, 0.60, 0.07], [0.34, -1.01, 0.42], [-1.17, -0.31, -0.28], [0.20, 0.83, -0.15], [0.35, -1.72, 1.03], [-0.50, 0.47, -0.58], [-0.35, 1.12, 0.11], [0.90, -0.12, 0.13], [-0.22, -0.11, -0.08], [0.19, 1.00, -0.43], [0.17, -0.27, -0.06], [-1.66, 1.64, -2.12], [1.65, -0.14, 1.11], [0.93, -1.00, 1.26], [1.28, -0.93, -0.73], [-2.06, 0.03, 0.67], [0.69, -0.66, -0.65], [-0.21, -0.23, 0.30], [-0.32, 0.52, -0.39], [-0.41, 0.60, 0.63], [0.04, 0.20, -0.21], [-0.59, 1.37, -0.06], [1.83, 2.22, -0.64], [-0.69, -2.01, -1.42], [1.70, 3.85, -0.73], [-0.93, 0.92, -0.67], [-1.12, 1.05, -0.81], [0.67, -0.61, 0.94], [0.65, -0.26, 0.68], [0.14, -0.18, 0.01], [-0.28, -0.84, -0.16], [-1.00, -1.70, 1.07], [-0.69, 0.33, 0.46], [0.87, -1.21, 0.97], [-0.85, -1.66, -0.20], [0.07, -0.32, -0.24], [0.01, -1.50, 0.88], [1.01, 0.56, -0.51], [-0.14, 0.25, 0.03], [0.48, -0.22, 1.14], [-0.58, -0.13, -1.33], [-0.52, -0.57, 0.04], [0.26, 0.76, 0.54], [1.10, 0.48, -1.51], [-1.13, -0.11, 0.17], [-0.68, -0.10, -2.67], [-0.75, -2.22, 0.64], [0.76, 1.14, 1.81], [-2.37, -0.10, 1.12], [1.91, 1.05, 0.62], [0.01, -0.18, 0.31], [-1.24, 0.64, 1.04], [0.11, -0.33, 0.43], [1.14, 0.36, 0.24], [0.18, -0.63, 0.28], [0.39, 0.53, 0.11], [0.97, 1.03, -0.03], [0.20, 0.69, -1.48], [-0.09, -1.03, 0.23], [-0.46, -0.30, -0.57], [0.75, -0.42, 0.06], [0.70, 0.02, -0.29], [-1.44, 0.04, -0.25], [-0.08, -0.46, -0.23], [0.15, -0.04, -0.10], [2.33, 1.79, -0.54], [-0.01, 0.12, -0.50], [0.39, -1.10, 0.36], [0.84, 2.30, -0.56], [-0.48, 0.39, -0.74], [1.81, -0.96, -1.67], [-1.72, -0.27, -0.60], [-0.92, -0.74, -0.97], [-0.49, 0.22, 0.17], [-0.70, -0.53, 1.11], [-0.21, -0.36, -0.61], [-0.54, -0.19, 1.11], [-0.74, -0.17, -0.34], [-0.24, -1.16, 0.22], [-0.55, -0.58, 0.46], [0.40, -0.35, 0.35], [0.62, 0.07, 0.58], [-0.49, -0.16, 0.00], [-0.05, 0.23, 0.51], [0.24, 0.78, 0.49], [0.24, 0.73, 0.88], [0.25, -0.03, 0.05], [0.52, -0.56, -0.27], [1.03, -0.85, 1.44], [0.86, 1.23, -0.26], [-1.05, 0.61, 0.58], [0.31, -0.39, -1.23], [-1.11, -1.84, 0.56], [0.11, 1.54, -1.26], [0.73, 0.72, -0.22], [-0.17, -0.35, 0.76], [-0.70, 0.60, 0.08], [-0.58, 0.15, -0.53], [-0.96, 0.23, -1.49], [-0.03, -0.50, 0.17], [0.00, 0.06, 0.67], [-0.34, -0.21, 0.20], [-0.12, -0.13, -0.53], [0.50, -0.17, 0.40], [0.41, 0.48, 0.40], [0.48, 0.07, 0.09], [-0.44, 0.16, -0.05], [0.49, -0.98, -0.05], [0.22, 0.12, 0.45], [2.28, 0.17, -0.26], [-0.30, -0.75, 0.86], [-0.24, 0.23, -0.51], [-0.27, 0.63, 1.63], [-1.10, 0.50, -0.88], [-0.55, -0.13, 2.27], [-0.22, 3.65, -1.23], [-1.17, 0.22, -0.01], [-0.61, -0.72, -0.60], [-0.15, 0.40, 0.20], [-0.35, -0.13, -0.75], [0.52, -0.29, -0.55], [-0.01, 0.17, -0.23], [-0.02, -0.23, -0.37], [0.47, -0.14, 0.04], [0.51, -0.37, 0.72], [0.03, -0.15, -0.15], [0.91, -0.30, 0.10], [0.09, 0.07, -1.10], [0.87, -1.07, 0.81], [-0.26, -0.80, 0.07], [-0.45, -0.98, 0.07]],
  "mulliken_charge": [1.05, -1.76, 0.57, -0.70, -0.52, 0.12, 0.37, 0.33, 0.31, 0.49, 0.28, -1.15, -0.05, -1.13, -0.48, 0.28, 0.57, 0.67, 0.55, 0.46, 0.93, -0.65, -1.09, -0.48, -0.32, -0.12, 0.32, 0.39, 0.61, 0.31, 0.68, -0.21, -1.21, -0.21, -0.80, -0.10, 0.42, 0.48, 0.45, 0.60, 0.13, -0.63, -0.52, -0.75, -0.42, 0.22, 0.42, 0.43, 0.57, 0.57, 0.48, -0.18, -0.91, -0.97, -0.38, 0.26, 0.25, 0.57, 0.52, 0.40, 0.60, -0.38, -1.50, -0.71, -0.40, 0.02, 0.49, 0.37, 1.08, 0.34, 0.11, -0.67, -0.82, 0.03, -0.58, 0.23, 0.45, 0.43, 0.48, 0.35, -1.26, 2.69, 1.21, -0.24, -1.07, -0.53, -1.12, 0.38, 0.28, 0.15, -1.30, -1.22, 0.29, -0.27, 0.08, 0.07, 0.62, 0.47, 0.30, 0.26, 0.41, 0.11, -1.35, -0.51, 0.73, -0.82, 0.17, -0.51, -1.44, 0.33, 0.35, 0.24, 0.44, 0.47, 0.37, 0.08, 0.18, -0.05, -0.66, 0.07, 0.62, 0.24, 0.45, 0.33, -1.01, -0.38, 0.37, -0.46, -1.36, -0.84, 0.10, 0.25, 0.18, 0.20, 0.18, 0.56, 0.38, 0.42, 0.37, 0.43, 0.18, 0.41, 0.22, -0.27, 0.04, -0.12, -1.46, 0.41, 0.97, -0.58, 0.12, -0.85, -1.08, 0.30, 0.26, 0.39, 0.35, -0.45, -0.12, 0.30, 0.03, 0.55, -0.71, 0.34, 0.38, 0.23, 0.25, 0.41, -0.41, -0.60, 0.51, -0.40, -1.12, 0.50, -1.57, 0.76, -0.66, 0.11, 0.29, -0.06, 0.25, 0.37, 0.30, 0.39, 0.18, 0.25, -0.47, 0.41, 0.37, 0.48]
}

***

No. 2
{
  "formula": "C4H6O3Zn",
  "method": "the ωB97M-V functional and the def2-TZVPD basis",
  "charge": -1,
  "relative_energy_kj_mol": 0.0,
  "multiplicity": 2,
  "species": ["O", "C", "O", "C", "C", "O", "C", "Zn", "H", "H", "H", "H", "H", "H"],
  "positions_angstrom": [[1.57687, 1.13717, -0.97653], [1.20843, -0.02701, -1.30937], [1.75365, -0.40448, 1.44011], [0.94196, -1.31834, 0.79101], [0.12605, -0.59671, -0.30649], [-0.58484, 0.44658, 0.39295], [-1.62771, 1.03336, -0.36189], [1.13735, 1.37658, 1.02055], [0.23257, -1.84008, 1.46609], [1.53198, -2.11459, 0.29089], [-0.58937, -1.27667, -0.79459], [-1.77128, 2.05642, 0.00670], [-1.37694, 1.06550, -1.43314], [-2.55872, 0.46228, -0.22629]],
  "atomic_forces_ev_per_a": [[-0.32, -0.55, -0.30], [-0.22, 0.22, -0.25], [-0.17, -0.37, 0.41], [0.14, 0.02, -0.28], [0.60, -0.51, -0.18], [-0.98, -0.25, -0.05], [0.02, 0.17, -0.16], [0.76, 0.84, 0.59], [0.03, 0.14, 0.01], [-0.12, 0.18, 0.06], [0.13, 0.23, -0.01], [-0.01, -0.22, -0.10], [-0.02, 0.04, 0.30], [0.16, 0.06, -0.04]],
  "mulliken_spin": [-0.05, -0.02, -0.05, 0.03, 0.04, -0.10, 0.03, 1.10, 0.00, 0.00, 0.00, 0.01, 0.00, 0.00]
}